Computed, not measured: C19H23ClN2O5 in the gas phase at a distorted geometry, with wB97M-V/def2-TZVPD.

**Energy above the lowest of the compared OMol25 structures with the same formula, charge and spin**: 62.7 kcal/mol
**Gap between HOMO and LUMO**: 9.07 eV
**DFT total energy**: -45814.391 eV
**Spin multiplicity**: 1
**Charge**: 0
**SMILES**: COc1cc(Cl)ccc1OCc1cc(C(=O)N(C)C[C@H]2CCCCO2)no1

Positions of all 50 atoms, in Å:
1 C 1.2071 3.3858 2.4516
2 H 0.2806 2.9956 2.0268
3 O 0.9777 4.0862 3.6559
4 C 0.5163 3.4673 4.7702
5 C 0.4934 4.2889 5.8953
6 C 0.0448 3.8218 7.1156
7 C -0.3892 2.5174 7.2476
8 C -0.3733 1.6927 6.1355
9 C 0.0654 2.1372 4.8948
10 O 0.0744 1.3395 3.7723
11 C -0.3709 0.0126 3.8856
12 C -0.2512 -0.6270 2.5441
13 C 0.4213 -0.2847 1.4104
14 C 0.1187 -1.3373 0.5016
15 N -0.6657 -2.2140 1.0798
16 O -0.9028 -1.7850 2.3396
17 C 0.6841 -1.3602 -0.8754
18 O 1.4614 -0.4673 -1.1911
19 N 0.3587 -2.3506 -1.7261
20 C -0.5945 -3.4109 -1.5101
21 H -0.0719 -4.3684 -1.4373
22 H -1.1468 -3.2410 -0.5916
23 H -1.2743 -3.4435 -2.3620
24 C 0.9660 -2.3113 -3.0409
25 H 1.0706 -3.3335 -3.4074
26 H 1.9477 -1.8420 -2.9446
27 C 0.1361 -1.5003 -4.0439
28 C 0.9404 -1.1980 -5.3125
29 C 0.0611 -0.4554 -6.3167
30 C -1.2082 -1.2658 -6.5685
31 C -1.8871 -1.5611 -5.2320
32 O -1.0295 -2.2476 -4.3495
33 H -2.7542 -2.2121 -5.3652
34 H -2.2176 -0.6173 -4.7694
35 H -1.8964 -0.7212 -7.2157
36 H -0.9498 -2.2102 -7.0513
37 H 0.6040 -0.2971 -7.2501
38 H -0.2060 0.5232 -5.9100
39 H 1.8136 -0.6002 -5.0516
40 H 1.2779 -2.1414 -5.7469
41 H -0.1575 -0.5478 -3.5711
42 H 1.0370 0.5656 1.2170
43 H -1.4211 -0.0339 4.2105
44 H 0.2418 -0.5494 4.6088
45 H -0.7198 0.6794 6.2548
46 H -0.7370 2.1440 8.1965
47 Cl 0.0343 4.8799 8.4787
48 H 0.8377 5.3036 5.7802
49 H 1.6347 4.1248 1.7744
50 H 1.9182 2.5695 2.5932

---

Computed, not measured: a molecular structure, C32H26MnNO6P2, with wB97M-V/def2-TZVPD.

**Energy above the lowest of the compared OMol25 structures with the same formula, charge and spin**: 0.0 kcal/mol
**Gap between HOMO and LUMO (spin up / spin down)**: 7.11 / 7.29 eV
**DFT total energy**: -97270.974 eV
**Spin multiplicity**: 5
**Charge**: +2
**<S²>**: 6.05

Positions of all 68 atoms, in Å:
1 Mn -1.5499 -0.0404 1.5303
2 O -3.2674 -3.4280 3.1228
3 C -2.8803 -2.2589 2.7206
4 O -1.8680 -2.0486 2.0465
5 C -3.7259 -1.0976 3.1212
6 C -4.8713 -1.0592 3.8829
7 C -5.4492 0.1970 4.1132
8 C -4.8695 1.3473 3.5948
9 C -3.7113 1.2111 2.8430
10 N -3.1889 0.0173 2.6251
11 C -2.8669 2.2981 2.2024
12 O -3.1522 3.4503 2.1916
13 O -1.7985 1.7615 1.5734
14 H -2.6567 -4.1265 2.8325
15 H -5.2995 -1.9676 4.2830
16 H -6.3506 0.2681 4.7066
17 H -5.2834 2.3321 3.7642
18 O -1.6884 -0.3020 -0.4080
19 P -0.6122 -0.0496 -1.4843
20 C 0.6450 1.0683 -0.7942
21 P 1.4506 0.5094 0.7330
22 O 0.3477 -0.0263 1.6877
23 C 2.6078 -0.7698 0.3101
24 C 2.4462 -2.0452 0.8440
25 C 3.3544 -3.0417 0.5158
26 C 4.4183 -2.7616 -0.3281
27 C 4.5812 -1.4873 -0.8597
28 C 3.6750 -0.4905 -0.5471
29 C 2.2722 1.9159 1.4398
30 C 3.6312 1.8934 1.7562
31 C 4.2167 3.0110 2.3324
32 C 3.4520 4.1364 2.5972
33 C 2.0945 4.1560 2.2974
34 C 1.4998 3.0500 1.7203
35 C 0.1808 -1.5724 -1.9452
36 C 1.3043 -1.5700 -2.7741
37 C 1.9066 -2.7681 -3.1132
38 C 1.3881 -3.9651 -2.6322
39 C 0.2685 -3.9698 -1.8148
40 C -0.3392 -2.7728 -1.4664
41 C -1.2895 0.7827 -2.8971
42 C -1.2994 0.1843 -4.1561
43 C -1.8601 0.8615 -5.2286
44 C -2.4084 2.1215 -5.0439
45 C -2.4085 2.7165 -3.7868
46 C -1.8512 2.0507 -2.7114
47 H 0.1495 2.0207 -0.5811
48 H 1.4121 1.2670 -1.5466
49 H 1.6205 -2.2514 1.5123
50 H 3.2381 -4.0345 0.9294
51 H 5.1317 -3.5382 -0.5711
52 H 5.4169 -1.2730 -1.5122
53 H 3.8099 0.5046 -0.9569
54 H 4.2268 1.0110 1.5693
55 H 5.2693 2.9991 2.5792
56 H 3.9142 5.0053 3.0466
57 H 1.5026 5.0342 2.5163
58 H 0.4374 3.0657 1.5040
59 H 1.7035 -0.6392 -3.1618
60 H 2.7758 -2.7720 -3.7572
61 H 1.8574 -4.9013 -2.9052
62 H -0.1341 -4.9077 -1.4563
63 H -1.2181 -2.7647 -0.8349
64 H -0.8807 -0.8031 -4.3003
65 H -1.8713 0.4028 -6.2078
66 H -2.8436 2.6461 -5.8841
67 H -2.8448 3.6963 -3.6493
68 H -1.8672 2.5107 -1.7291

---

Computed, not measured: C5H10S in the gas phase at a distorted geometry, with wB97M-V/def2-TZVPD.

**Energy above the lowest of the compared OMol25 structures with the same formula, charge and spin**: 24.0 kcal/mol
**Gap between HOMO and LUMO**: 9.37 eV
**DFT total energy**: -16181.437 eV
**Spin multiplicity**: 1
**Charge**: 0
**SMILES**: CSC=C(C)C

Positions of all 16 atoms, in Å:
1 C 0.9775 2.2580 -1.4636
2 C -0.2855 -0.0650 -0.8435
3 C -0.3427 -0.7497 0.3198
4 C 0.9604 -1.1474 1.0457
5 C -1.6258 -1.1343 1.0139
6 H 0.3169 2.5676 -2.2550
7 H 1.8708 2.9080 -1.3354
8 H 0.2753 2.3509 -0.6193
9 H -1.2508 0.1717 -1.2907
10 H 0.9637 -2.2388 1.0642
11 H 0.9939 -0.7198 2.0910
12 H 1.8290 -0.8079 0.4379
13 H -1.8086 -0.6018 1.9184
14 H -2.4715 -0.9835 0.3493
15 H -1.5715 -2.1822 1.2427
16 S 1.1688 0.3742 -1.6755

---

Computed, not measured: C2H2O2 in the gas phase, with wB97M-V/def2-TZVPD.

**Energy above the lowest of the compared OMol25 structures with the same formula, charge and spin**: 54.3 kcal/mol
**Gap between HOMO and LUMO**: 9.62 eV
**DFT total energy**: -6197.699 eV
**Spin multiplicity**: 1
**Charge**: 0

Positions of all 6 atoms, in Å:
1 O -1.1304 -1.4770 -0.1212
2 C -0.6416 -0.5425 0.4123
3 C 1.0224 0.5526 -0.3171
4 O -0.2852 0.6222 -0.3458
5 H -0.3716 -0.4113 1.4645
6 H 1.3572 1.3026 -1.0573

---

Computed, not measured: 4 unconnected molecules or ions with the total composition CH12N2O3 at a distorted geometry, with wB97M-V/def2-TZVPD.

**Energy above the lowest of the compared OMol25 structures with the same formula, charge and spin**: 35.1 kcal/mol
**Gap between HOMO and LUMO**: 10.70 eV
**DFT total energy**: -10353.239 eV
**Spin multiplicity**: 1
**Charge**: 0
**SMILES**: NCN.O.O.O

Positions of all 18 atoms, in Å:
1 N 1.1225 -1.1406 -2.0493
2 C 0.5767 -1.9446 -0.9634
3 N 1.2867 -1.9529 0.3006
4 H 1.3294 -0.1155 -1.8187
5 H 2.0298 -1.5699 -2.4305
6 H -0.4872 -1.6123 -1.0389
7 H 0.6167 -2.9960 -1.3017
8 H 0.8323 -2.6284 0.9338
9 H 2.2003 -2.4321 0.1135
10 H -0.8357 -0.0116 -0.3204
11 H -1.6413 0.5594 0.7720
12 O -1.7598 0.2337 -0.0939
13 H -0.2122 0.1617 -2.8806
14 H -1.5202 0.8238 -2.1973
15 O -0.9642 0.8371 -2.9012
16 H -0.6031 4.1398 5.8276
17 H -1.4365 4.8228 4.9175
18 O -0.5341 4.8256 5.1308

---

Computed, not measured: 10 unconnected molecules or ions with the total composition C5H31NO9 at a distorted geometry, with wB97M-V/def2-TZVPD.

**Energy above the lowest of the compared OMol25 structures with the same formula, charge and spin**: 77.9 kcal/mol
**Gap between HOMO and LUMO**: 9.80 eV
**DFT total energy**: -25603.864 eV
**Spin multiplicity**: 1
**Charge**: 0
**SMILES**: CCCCCN.O.O.O.O.O.O.O.O.O

Positions of all 46 atoms, in Å:
1 C 3.2180 0.7498 0.3301
2 C 1.9673 1.2467 1.1173
3 C 1.5917 2.7305 0.8610
4 C 0.8211 2.9510 -0.4470
5 C -0.6502 2.5636 -0.4947
6 N -1.4786 2.8135 0.6710
7 H 3.5067 1.4128 -0.4876
8 H 3.0353 -0.2369 0.0136
9 H 4.0068 0.6625 1.0884
10 H 1.1673 0.6478 0.7576
11 H 2.2541 1.3688 2.1661
12 H 2.4629 3.4224 0.8841
13 H 0.9316 2.9964 1.7162
14 H 1.3450 2.2771 -1.1291
15 H 0.9495 3.9352 -0.8587
16 H -0.8744 1.4947 -0.8046
17 H -1.0979 2.9803 -1.4575
18 H -2.2363 2.1824 0.8260
19 H -1.8883 3.7317 0.5632
20 H -1.7366 -3.4557 -0.8053
21 H -0.6428 -4.3280 -1.3046
22 O -1.5437 -4.0726 -1.5212
23 H -0.5827 -2.1899 -3.2812
24 H 0.8021 -2.9755 -2.8863
25 O 0.3643 -2.2775 -3.3740
26 H -1.8134 0.9895 4.1109
27 H -1.4212 1.9303 2.9382
28 O -1.3451 1.7965 3.8849
29 H 1.3387 -1.9254 2.8361
30 H 0.7130 -3.2138 2.0394
31 O 0.8487 -2.7497 2.8509
32 H -3.0951 1.9826 -2.9472
33 H -3.4830 0.8819 -2.0293
34 O -3.1477 1.7877 -1.9896
35 H 1.1039 -1.2554 -0.0860
36 H -0.2729 -0.8652 0.5450
37 O 0.3644 -1.5907 0.4543
38 H 1.8776 -2.8783 -1.0051
39 H 0.9720 -3.4866 0.0848
40 O 1.3227 -3.6373 -0.7948
41 H -2.7186 0.7927 0.4359
42 H -3.5988 -0.5508 0.4175
43 O -2.7416 -0.1498 0.5599
44 H 0.6768 -0.5193 -1.8210
45 H 1.6771 0.7187 -1.6201
46 O 1.5682 -0.2290 -1.5956

---

Computed, not measured: C5H5F4NO2 in the gas phase at a distorted geometry, with wB97M-V/def2-TZVPD.

**Energy above the lowest of the compared OMol25 structures with the same formula, charge and spin**: 36.1 kcal/mol
**Gap between HOMO and LUMO (spin up / spin down)**: 8.32 / 5.89 eV
**DFT total energy**: -21716.806 eV
**Spin multiplicity**: 1
**Charge**: 0

Positions of all 17 atoms, in Å:
1 C 0.9682 -1.5982 -0.0633
2 C 1.2081 1.4511 -1.0162
3 C 0.5235 -0.2340 0.6865
4 C -1.4370 0.4026 -0.7499
5 C -1.0130 0.0930 0.7540
6 N 1.1779 0.9272 0.2069
7 O 0.0739 -2.5388 -0.0062
8 O 1.9024 -1.6272 -0.8011
9 F -1.6630 -0.7736 -1.3556
10 F -2.6461 1.1010 -0.8022
11 F -1.7445 -0.7862 1.4626
12 F -1.1037 1.2549 1.4947
13 H 0.6818 0.9212 -1.7711
14 H 1.4815 2.4624 -1.1029
15 H 1.0088 -0.3684 1.7398
16 H -0.8189 -2.2505 0.4572
17 H 1.4002 1.5634 0.8668

---

Computed, not measured: a gas-phase ion, C4H8NO2 (charge -1) at a distorted geometry, with wB97M-V/def2-TZVPD.

**Energy above the lowest of the compared OMol25 structures with the same formula, charge and spin**: 33.0 kcal/mol
**Gap between HOMO and LUMO**: 7.73 eV
**DFT total energy**: -9863.357 eV
**Spin multiplicity**: 1
**Charge**: -1
**SMILES**: CCNCC(=O)[O-]

Positions of all 15 atoms, in Å:
1 C -0.2433 1.4423 0.8735
2 C 0.0051 1.1039 -0.6198
3 N -0.6543 -0.1811 -1.0784
4 C 0.3212 -1.2993 -0.9030
5 C 0.4289 -1.5130 0.6908
6 O -0.5356 -2.0823 1.2360
7 O 1.5455 -1.2566 1.1903
8 H 0.6530 1.2430 1.5406
9 H -1.1537 0.9326 1.2907
10 H -0.6008 2.4787 0.9717
11 H -0.3886 1.9936 -1.1315
12 H 1.0763 0.9376 -0.7812
13 H -1.4471 -0.3281 -0.4672
14 H 1.2421 -1.3416 -1.4488
15 H -0.2489 -2.1299 -1.3635